(1)
{"formula": "C2H8N4S", "method": "ωB97M-V/def2-TZVPD", "elements": ["C", "C", "H", "H", "H", "H", "H", "H", "H", "H", "N", "N", "N", "N", "S"], "positions_angstrom": [[-2.687, -0.594, -0.269], [0.740, -0.041, 0.094], [-2.800, -1.393, -1.000], [-2.630, 0.350, -0.825], [-3.529, -0.564, 0.387], [-1.426, -0.234, 1.335], [0.046, -1.870, -0.325], [1.229, 1.891, 0.483], [-0.784, 1.616, -1.212], [-1.473, 1.892, 0.289], [-1.496, -0.883, 0.543], [-0.269, -0.925, -0.132], [0.406, 1.278, 0.397], [-0.639, 1.983, -0.261], [2.315, -0.503, -0.119]], "lowdin_charge": [-0.1079, -0.9101, 0.0778, 0.0537, 0.0703, 0.1147, 0.1175, 0.1107, 0.0894, 0.0530, -0.1073, -0.0572, -0.1096, 0.0186, 0.5863], "homo_energy_ev": -8.3, "e_above_lowest_ev": 0.5403}


(2)
{"formula": "C41H64F18InN2O13S", "method": "ωB97M-V/def2-TZVPD", "elements": ["C", "C", "C", "C", "C", "C", "C", "C", "In", "C", "C", "C", "C", "C", "C", "C", "S", "C", "N", "N", "C", "O", "H", "H", "H", "H", "H", "H", "H", "H", "H", "H", "H", "H", "H", "H", "H", "H", "H", "H", "H", "H", "H", "H", "H", "H", "H", "H", "H", "H", "H", "H", "H", "H", "H", "H", "C", "C", "O", "C", "O", "C", "F", "F", "F", "H", "H", "H", "H", "H", "C", "C", "O", "C", "O", "C", "F", "F", "F", "H", "H", "H", "H", "H", "C", "C", "O", "C", "O", "C", "F", "F", "F", "H", "H", "H", "H", "H", "C", "C", "O", "C", "O", "C", "F", "F", "F", "H", "H", "H", "H", "H", "C", "C", "O", "C", "O", "C", "F", "F", "F", "H", "H", "H", "H", "H", "C", "C", "O", "C", "O", "C", "F", "F", "F", "H", "H", "H", "H", "H"], "positions_angstrom": [[6.903, -3.954, -0.053], [8.247, -3.495, -0.681], [8.733, -2.150, -0.101], [8.145, -0.887, -0.776], [8.036, -0.958, -2.300], [7.565, 0.348, -2.997], [6.464, 1.123, -2.259], [5.038, 0.617, -2.573], [4.281, 1.305, -4.595], [2.061, 0.889, -4.508], [1.839, -0.448, -3.756], [2.361, -1.668, -4.572], [2.667, -2.852, -3.623], [1.496, -3.270, -2.706], [1.494, -2.593, -1.305], [0.082, -2.157, -0.814], [-0.298, -0.392, -0.985], [0.729, 0.427, 0.160], [1.842, 1.038, -0.004], [2.278, 1.509, 1.216], [1.362, 1.141, 2.056], [0.357, 0.464, 1.492], [6.050, -3.536, -0.600], [6.900, -3.621, 0.990], [6.838, -5.048, -0.074], [8.988, -4.262, -0.411], [8.179, -3.515, -1.772], [9.831, -2.158, -0.117], [8.413, -2.124, 0.949], [8.830, -0.057, -0.544], [7.177, -0.646, -0.322], [7.421, -1.795, -2.654], [9.053, -1.167, -2.676], [8.436, 1.012, -3.093], [7.182, 0.061, -3.984], [6.512, 2.161, -2.625], [6.604, 1.188, -1.170], [4.347, 1.095, -1.857], [4.917, -0.470, -2.432], [5.095, 0.360, -5.900], [4.601, 3.066, -4.791], [1.621, 1.664, -3.860], [1.586, 0.877, -5.499], [0.761, -0.618, -3.615], [2.402, -0.378, -2.819], [3.264, -1.301, -5.074], [1.556, -1.899, -5.279], [3.584, -2.615, -3.066], [2.931, -3.709, -4.255], [1.600, -4.350, -2.538], [0.553, -3.133, -3.253], [1.801, -3.373, -0.593], [2.219, -1.779, -1.224], [-0.637, -2.659, -1.474], [-0.128, -2.543, 0.189], [1.348, 1.325, 3.122], [3.976, -1.707, 1.850], [4.529, -1.332, 3.206], [5.066, -2.485, 3.890], [6.302, -2.834, 3.564], [7.003, -2.284, 2.767], [6.741, -4.042, 4.406], [5.783, -4.976, 4.478], [7.030, -3.666, 5.663], [7.828, -4.622, 3.900], [3.240, -2.508, 1.943], [3.506, -0.842, 1.383], [4.761, -2.073, 1.187], [3.731, -0.951, 3.842], [5.283, -0.549, 3.130], [-2.358, 6.397, 1.527], [-2.320, 6.315, 0.016], [-1.118, 5.662, -0.434], [-1.155, 4.337, -0.418], [-2.088, 3.672, -0.064], [0.154, 3.749, -0.957], [1.226, 4.370, -0.459], [0.214, 3.849, -2.285], [0.254, 2.454, -0.635], [-1.458, 6.884, 1.905], [-3.231, 6.957, 1.861], [-2.396, 5.401, 1.971], [-2.302, 7.316, -0.413], [-3.199, 5.809, -0.380], [-0.563, -7.181, -7.412], [-0.882, -5.713, -7.600], [0.240, -4.893, -7.239], [1.176, -4.741, -8.171], [1.158, -5.227, -9.264], [2.277, -3.803, -7.655], [2.628, -4.103, -6.397], [1.865, -2.533, -7.676], [3.377, -3.869, -8.405], [-0.224, -7.370, -6.393], [-1.444, -7.791, -7.612], [0.236, -7.497, -8.083], [-1.695, -5.419, -6.938], [-1.199, -5.498, -8.620], [-6.074, 4.904, 5.780], [-6.608, 6.320, 5.804], [-5.563, 7.250, 6.157], [-4.767, 7.620, 5.163], [-4.850, 7.252, 4.028], [-3.731, 8.635, 5.668], [-3.202, 8.265, 6.841], [-4.296, 9.840, 5.843], [-2.730, 8.780, 4.802], [-5.603, 4.658, 6.733], [-6.877, 4.193, 5.589], [-5.317, 4.785, 5.005], [-7.377, 6.421, 6.567], [-7.059, 6.594, 4.851], [-2.725, 1.878, 2.992], [-3.801, 1.098, 2.274], [-4.544, 0.276, 3.207], [-5.507, 0.898, 3.865], [-5.801, 2.053, 3.748], [-6.240, -0.089, 4.785], [-5.393, -0.880, 5.452], [-7.059, -0.886, 4.077], [-6.987, 0.542, 5.693], [-2.076, 1.207, 3.557], [-2.121, 2.437, 2.278], [-3.159, 2.582, 3.704], [-3.353, 0.417, 1.554], [-4.474, 1.753, 1.724], [-9.783, -0.697, 2.785], [-10.832, -1.716, 3.173], [-12.100, -1.082, 3.434], [-12.850, -0.816, 2.373], [-12.568, -1.051, 1.235], [-14.181, -0.192, 2.819], [-14.001, 0.744, 3.761], [-14.994, -1.128, 3.333], [-14.817, 0.381, 1.800], [-9.705, 0.080, 3.546], [-8.815, -1.174, 2.667], [-10.043, -0.205, 1.847], [-10.546, -2.211, 4.099], [-10.942, -2.488, 2.412]], "lowdin_charge": [-0.0955, -0.2519, -0.2103, -0.2103, -0.2195, -0.2182, -0.3422, -0.3195, 0.4224, -0.3136, -0.3513, -0.2240, -0.2032, -0.1972, -0.2389, -0.4510, 0.9895, -0.6863, 0.0586, 0.0793, -0.2083, 0.0182, 0.0674, 0.0343, 0.0645, 0.0948, 0.0867, 0.1015, 0.0744, 0.1144, 0.0982, 0.0964, 0.1100, 0.1004, 0.0843, 0.0776, 0.0787, 0.0140, 0.0147, -0.1256, -0.1325, 0.0064, 0.0184, 0.0662, 0.0626, 0.0633, 0.0952, 0.1073, 0.0783, 0.0993, 0.1063, 0.0986, 0.0870, 0.0680, 0.0708, 0.1297, -0.0431, -0.1838, 0.0369, -0.3951, 0.1492, -0.5370, 0.1611, 0.1589, 0.1716, 0.0851, 0.0616, 0.0705, 0.1194, 0.1295, -0.0542, -0.1935, 0.0430, -0.3813, 0.1483, -0.5185, 0.1790, 0.1903, 0.0944, 0.0864, 0.0697, 0.0713, 0.1253, 0.1241, -0.0633, -0.2033, 0.0328, -0.3878, 0.1643, -0.5374, 0.1550, 0.1749, 0.1741, 0.0827, 0.0794, 0.0772, 0.1240, 0.1239, -0.0595, -0.1918, 0.0348, -0.3946, 0.1629, -0.5420, 0.1652, 0.1642, 0.1704, 0.0856, 0.0815, 0.0729, 0.1243, 0.1254, -0.0504, -0.1731, 0.0421, -0.3999, 0.1577, -0.5323, 0.1683, 0.1452, 0.1643, 0.0827, 0.0651, 0.0741, 0.1283, 0.1279, -0.0606, -0.1887, 0.0335, -0.3997, 0.1715, -0.5429, 0.1629, 0.1627, 0.1707, 0.0850, 0.0676, 0.0826, 0.1263, 0.1261], "homo_energy_ev": -4.0, "charge": -1}


(3)
{"formula": "C3H11N2O", "method": "ωB97M-V/def2-TZVPD", "elements": ["C", "C", "C", "N", "N", "H", "H", "H", "H", "H", "H", "H", "H", "H", "H", "H", "O"], "positions_angstrom": [[1.221, 0.242, 2.043], [0.386, 0.541, 0.810], [0.755, 0.440, -0.468], [-0.078, 0.156, -1.703], [-0.985, 1.000, 1.129], [2.322, 0.649, 1.884], [1.262, -0.779, 2.314], [1.155, 0.582, 3.086], [1.810, 0.513, -0.800], [-1.106, 0.222, -1.677], [0.179, -0.892, -2.055], [0.272, 0.850, -2.356], [-1.159, 1.408, 2.019], [-1.488, 1.580, 0.346], [-0.959, -2.723, -1.344], [-2.142, -1.801, -1.382], [-1.444, -1.988, -1.845]], "lowdin_charge": [-0.0412, -0.3095, -0.0890, 0.1401, 0.0699, 0.1355, 0.0640, 0.0879, 0.1344, 0.1426, 0.2110, 0.1507, 0.0714, 0.1349, 0.1342, -0.0418, 0.0047], "homo_energy_ev": -12.9, "e_above_lowest_ev": 3.7114, "charge": 1}


(4)
{"formula": "C41H43Cl8O5PPbS5", "method": "ωB97M-V/def2-TZVPD", "elements": ["Pb", "Cl", "C", "C", "C", "Cl", "C", "Cl", "C", "Cl", "C", "Cl", "O", "C", "S", "C", "C", "S", "S", "S", "Cl", "C", "Cl", "Cl", "C", "O", "O", "O", "S", "C", "C", "C", "C", "C", "C", "C", "C", "C", "C", "C", "C", "H", "H", "H", "H", "H", "H", "H", "H", "H", "H", "O", "P", "C", "C", "C", "C", "C", "C", "C", "C", "C", "C", "C", "C", "C", "C", "C", "C", "C", "C", "H", "H", "H", "H", "H", "H", "H", "H", "H", "H", "H", "H", "H", "H", "H", "H", "H", "H", "H", "H", "H", "H", "H", "H", "H", "H", "H", "H", "H", "H", "H", "H", "H"], "positions_angstrom": [[2.380, -0.987, -0.774], [1.679, -4.008, -2.477], [3.274, -3.313, -2.859], [3.685, -2.106, -2.337], [4.856, -1.495, -2.727], [5.350, -0.154, -1.640], [5.764, -2.241, -3.511], [7.242, -1.529, -3.875], [5.404, -3.478, -4.060], [6.631, -4.336, -4.913], [4.162, -4.037, -3.721], [3.800, -5.602, -4.426], [-2.104, 5.007, -7.831], [-1.185, 4.266, -7.659], [0.434, 4.161, -8.374], [0.973, 2.668, -7.579], [0.143, 2.243, -6.476], [0.585, 1.385, -5.217], [-1.423, 3.000, -6.314], [2.300, 1.871, -8.199], [3.308, -5.127, 1.582], [3.261, -3.560, 2.485], [4.761, -3.155, 3.243], [1.927, -3.803, 3.796], [2.765, -2.433, 1.524], [1.583, -2.577, 1.063], [3.591, -1.495, 1.137], [2.574, 1.534, 0.279], [3.846, 2.155, 0.773], [3.268, 3.760, 1.163], [2.257, 4.447, 0.393], [1.871, 5.688, 0.877], [2.447, 6.309, 2.029], [3.638, 5.795, 2.527], [4.089, 4.567, 2.031], [4.010, 1.681, 2.449], [5.339, 1.753, 2.974], [5.549, 1.520, 4.278], [4.520, 1.154, 5.104], [3.206, 1.224, 4.620], [2.905, 1.446, 3.281], [1.547, 3.973, -0.317], [1.052, 6.216, 0.410], [1.866, 7.208, 2.416], [4.080, 6.340, 3.306], [5.051, 4.173, 2.337], [6.169, 1.915, 2.275], [6.564, 1.735, 4.724], [4.765, 0.910, 6.143], [2.393, 0.928, 5.290], [1.975, 1.292, 2.788], [-1.036, -1.651, 0.231], [-2.493, -1.289, 0.102], [-3.191, -2.131, -1.430], [-4.741, -1.886, -1.523], [-5.160, -0.893, -2.540], [-4.452, -1.146, -3.923], [-2.995, -0.903, -3.693], [-2.344, -1.813, -2.660], [-3.457, -1.743, 1.652], [-2.639, -1.386, 2.925], [-1.511, -2.362, 3.195], [-2.166, -3.734, 3.467], [-2.937, -4.290, 2.257], [-3.989, -3.232, 1.702], [-2.895, 0.478, -0.081], [-1.574, 1.311, -0.054], [-1.154, 1.867, 1.383], [-2.318, 2.684, 2.094], [-3.548, 1.822, 2.250], [-3.973, 1.216, 0.852], [-3.129, -3.204, -1.190], [-5.085, -1.635, -0.548], [-5.193, -2.848, -1.747], [-5.001, 0.179, -2.108], [-6.208, -1.044, -2.724], [-4.793, -0.407, -4.652], [-4.694, -2.156, -4.277], [-2.788, 0.178, -3.332], [-2.476, -0.923, -4.661], [-1.470, -1.314, -2.219], [-2.004, -2.767, -3.114], [-4.354, -1.105, 1.575], [-3.381, -1.359, 3.760], [-2.200, -0.318, 2.819], [-1.129, -2.013, 4.145], [-0.729, -2.404, 2.401], [-2.817, -3.667, 4.404], [-1.303, -4.435, 3.804], [-3.426, -5.202, 2.632], [-2.228, -4.397, 1.394], [-4.907, -3.217, 2.297], [-4.295, -3.595, 0.747], [-3.151, 0.529, -1.140], [-1.674, 2.229, -0.637], [-0.626, 0.860, -0.462], [-0.313, 2.587, 1.218], [-0.785, 1.003, 2.001], [-2.492, 3.610, 1.557], [-1.996, 3.049, 3.075], [-4.448, 2.342, 2.607], [-3.386, 0.892, 2.822], [-4.170, 2.038, 0.174], [-4.903, 0.707, 1.165]], "lowdin_charge": [1.4406, 0.6159, -0.6651, -0.4164, -0.6403, 0.6284, -0.7411, 0.7030, -0.7102, 0.6534, -0.6547, 0.6214, -0.0925, -0.9942, 0.8751, -1.2572, -1.3545, 0.5414, 0.8452, 0.4529, 0.5684, -1.4202, 0.6425, 0.5041, -0.7686, -0.1731, -0.2194, -0.6716, 0.8919, -0.4246, -0.1190, -0.1668, -0.1747, -0.1563, -0.1401, -0.3902, -0.1237, -0.1475, -0.1071, -0.0808, -0.0447, 0.0997, 0.0733, 0.0849, 0.0631, 0.0682, 0.1109, 0.1177, 0.0974, 0.0976, 0.0967, -0.3606, 0.8129, -0.3208, -0.2211, -0.2088, -0.1892, -0.2244, -0.1889, -0.3261, -0.2112, -0.2247, -0.2299, -0.1749, -0.1692, -0.3161, -0.1734, -0.1503, -0.1972, -0.2051, -0.1593, 0.1074, 0.0775, 0.1094, 0.1373, 0.0889, 0.1070, 0.1173, 0.1375, 0.1107, 0.0941, 0.1224, 0.0792, 0.1257, 0.1001, 0.0986, 0.0972, 0.1184, 0.1120, 0.0992, 0.1229, 0.1010, 0.0655, 0.0752, 0.1087, 0.1039, 0.1060, 0.1046, 0.1028, 0.0993, 0.1067, 0.0694, 0.1003, 0.0934], "homo_energy_ev": [-1.8, 0.7], "e_above_lowest_ev": 3.4802, "charge": -2}